*w*
10
Properties=species:S:1:pos:R:3:mulliken_charge:R:1 method="wB97M-V/def2-TZVPD" orbital_gap_ha=0.298 lumo_energy_ev=-0.62
C -0.165 -0.753 0.933 -0.966
C -0.856 0.389 0.164 0.312
H -0.931 -0.901 1.656 0.366
H 0.862 -0.037 1.353 0.228
H 0.051 -1.726 0.227 0.286
H -0.628 1.276 -1.559 0.266
H 2.286 -0.306 -0.599 0.150
N -0.253 0.496 -1.176 -0.255
S -1.492 1.809 0.945 -0.261
S 1.126 -0.246 -1.943 -0.126

*x*
10
Properties=species:S:1:pos:R:3:mulliken_charge:R:1 method="wB97M-V/def2-TZVPD" orbital_gap_ha=0.245 lumo_energy_ev=-2.38
C -1.294 -0.702 0.402 -0.703
C 0.202 -0.662 -0.169 0.084
H -2.235 1.646 0.512 0.146
H -1.213 -0.408 1.305 0.327
H -1.654 -1.783 0.259 0.289
H 0.605 -1.087 -1.081 0.422
H 2.356 2.376 0.507 0.091
N 1.052 0.085 0.515 -0.309
S -2.535 0.339 -0.233 -0.226
S 2.618 0.090 -0.174 -0.120

Name the most stable of them. *w*.

*w*
15
Properties=species:S:1:pos:R:3:mulliken_charge:R:1 method="wB97M-V/def2-TZVPD" orbital_gap_ha=0.359 smiles="O=[N+]([O-])N(Cl)c1ccccn1" lumo_energy_ev=0.02
C 0.085 -0.579 -0.588 -0.284
C -0.660 -0.336 0.520 -0.380
C 0.918 0.558 -1.058 -0.114
C -0.712 0.940 1.135 -0.396
C 0.774 1.629 -0.364 0.371
N -0.015 1.882 0.599 -0.367
N 1.938 2.994 -0.690 -0.332
N 3.238 2.823 -0.497 1.256
O 3.636 1.710 -0.208 -0.606
O 3.908 3.829 -0.639 -0.675
Cl 1.224 4.465 -1.114 -0.017
H 0.176 -1.444 -1.211 0.387
H -1.272 -1.129 0.868 0.369
H 1.463 0.329 -1.965 0.361
H -1.516 1.092 1.761 0.427

*x*
15
Properties=species:S:1:pos:R:3:mulliken_charge:R:1 method="wB97M-V/def2-TZVPD" orbital_gap_ha="0.260 / 0.260" lumo_energy_ev="-2.67 / -2.67"
C 0.621 -1.218 -0.228 -0.549
C 0.328 0.151 -0.259 0.013
C -0.470 -2.062 -0.093 -0.146
C -0.971 0.463 -0.149 0.168
C -2.047 -0.361 -0.023 0.238
N -1.713 -1.642 0.002 -0.444
N -1.317 3.078 -0.126 -0.637
N -0.104 3.433 0.183 1.172
O 0.821 2.930 -0.451 -0.661
O 0.061 4.273 1.060 -0.619
Cl -3.670 0.096 0.095 -0.134
H 1.631 -1.587 -0.308 0.385
H 1.066 0.945 -0.372 0.556
H -0.353 -3.136 -0.058 0.397
H -2.004 3.379 0.560 0.260

Name the most stable of them. *w*.

*w*
27
Properties=species:S:1:pos:R:3:mulliken_charge:R:1 method="wB97M-V/def2-TZVPD" orbital_gap_ha=0.342 lumo_energy_ev=-3.95 total_charge=+1
C 0.604 -1.479 0.263 0.373
C -2.146 0.099 0.676 0.060
C -1.460 -0.500 -0.497 -0.172
C 1.603 0.699 -0.271 1.159
C 1.509 -2.573 0.671 -1.171
C -3.574 0.464 0.696 -1.417
C 2.038 2.101 0.028 -1.536
C 1.572 0.365 -1.636 -1.268
N -0.534 -1.536 -0.324 -0.373
N 1.227 -0.226 0.545 0.030
N -1.186 0.896 -0.081 -0.409
H -1.857 -0.224 1.650 0.365
H -1.918 -0.678 -1.429 0.457
H 1.046 -3.247 1.323 0.380
H 2.406 -2.085 1.227 0.311
H 1.904 -3.068 -0.232 0.279
H -4.087 -0.375 1.315 0.336
H -4.046 0.249 -0.309 0.317
H -3.741 1.424 1.178 0.353
H 1.586 2.899 -0.591 0.399
H 3.184 2.144 -0.028 0.367
H 1.792 2.226 1.038 0.455
H 0.520 0.348 -1.924 0.359
H 1.911 -0.573 -1.906 0.394
H 2.111 1.232 -2.193 0.347
H 1.152 -0.071 1.605 0.325
H -1.619 1.488 -0.794 0.278

*x*
27
Properties=species:S:1:pos:R:3:mulliken_charge:R:1 method="wB97M-V/def2-TZVPD" orbital_gap_ha=0.201 lumo_energy_ev=-5.50 total_charge=+1
C 0.888 -1.450 -2.561 0.756
C -0.858 -0.675 1.712 -0.213
C 1.361 -0.774 -3.639 -0.676
C -0.254 0.232 -0.315 0.449
C 2.375 0.356 -3.486 -0.840
C -1.151 -1.268 4.055 -1.354
C -0.311 2.307 -1.459 -1.001
C -0.718 -1.741 2.685 -0.092
N 0.603 -2.104 -1.584 -0.549
N -0.265 -0.757 0.563 -0.414
N -0.388 1.594 -0.281 -0.090
H -1.648 0.047 1.881 0.438
H 0.945 -1.133 -4.566 0.367
H -0.139 -0.142 -1.384 -0.151
H 2.090 0.854 -2.526 0.163
H 2.065 1.144 -4.168 0.306
H 3.361 0.052 -3.867 0.321
H -2.224 -0.884 4.074 0.338
H -0.466 -0.555 4.403 0.388
H -1.076 -2.050 4.796 0.374
H -0.303 1.593 -2.233 0.422
H -1.054 3.059 -1.614 0.354
H 0.561 2.796 -1.739 0.408
H 0.302 -2.134 2.555 0.352
H -1.402 -2.645 2.423 0.294
H 0.008 -2.184 -0.695 0.362
H -0.302 2.134 0.584 0.286

Name the most stable of them. *w*.

*w*
28
Properties=species:S:1:pos:R:3:mulliken_charge:R:1 method="wB97M-V/def2-TZVPD" orbital_gap_ha=0.288 lumo_energy_ev=-3.70 total_charge=+1
C 1.423 -1.106 -1.482 0.518
C -0.035 1.759 0.797 0.893
C 0.694 0.591 0.592 -0.709
C -0.455 -2.645 -0.968 0.845
C -0.568 -3.829 -0.053 -1.210
C -1.505 -2.502 -2.082 -1.283
C 0.175 3.992 2.662 -0.996
C -1.081 3.303 2.192 -0.191
N 0.544 -1.858 -0.861 -0.174
N 2.221 -1.510 -2.474 -0.357
O 0.042 2.774 -0.116 -0.485
O -0.712 1.949 1.890 -0.393
S 1.896 0.478 -0.693 -0.251
H 0.557 -0.162 1.429 0.394
H 0.122 -3.789 0.799 0.345
H -0.303 -4.832 -0.550 0.312
H -1.605 -3.923 0.169 0.383
H -2.322 -3.025 -1.745 0.397
H -1.195 -2.797 -3.050 0.365
H -1.614 -1.487 -2.309 0.412
H 0.759 3.160 3.238 0.242
H 0.827 4.292 1.877 0.297
H 0.004 4.922 3.288 0.347
H -1.350 3.891 1.290 0.233
H -1.937 3.241 2.850 0.349
H 0.406 2.481 -0.935 0.317
H 1.990 -2.320 -2.986 0.206
H 3.023 -1.046 -2.770 0.193

*x*
28
Properties=species:S:1:pos:R:3:mulliken_charge:R:1 method="wB97M-V/def2-TZVPD" orbital_gap_ha=0.277 lumo_energy_ev=-5.13 total_charge=+1
C -2.685 0.271 -0.732 -0.416
C -2.366 -0.443 0.585 0.878
C 1.040 0.702 -1.703 -1.337
C -1.200 -0.808 -2.418 0.029
C 1.672 0.280 -0.378 1.979
C 1.580 -1.194 0.089 -1.577
C 3.181 0.738 -0.411 -2.255
C -2.692 -0.271 2.916 -0.638
N -1.937 -0.024 -1.728 -0.106
N 0.975 1.210 0.596 -0.672
O -1.570 -1.329 0.565 -0.433
O -3.027 0.149 1.599 -0.352
S 0.331 -0.489 -2.905 -0.024
H -3.405 1.054 -0.651 0.457
H 0.311 1.477 -1.505 0.574
H 1.653 1.160 -2.403 0.398
H -1.626 -1.623 -2.884 0.453
H 1.667 -1.223 1.165 0.359
H 2.554 -1.611 -0.237 0.460
H 0.838 -1.843 -0.354 0.322
H 3.759 0.284 -1.183 0.500
H 3.736 0.648 0.434 0.548
H 3.290 1.788 -0.608 0.581
H -2.840 -1.359 2.748 0.308
H -3.397 -0.126 3.712 0.295
H -1.777 0.135 3.291 0.279
H 1.742 1.647 1.218 0.289
H 0.193 0.797 1.183 0.099

Name the most stable of them. *w*.

*w*
13
Properties=species:S:1:pos:R:3:mulliken_charge:R:1 method="wB97M-V/def2-TZVPD" orbital_gap_ha=0.257 lumo_energy_ev=-0.27
C -1.274 -0.060 -0.127 0.264
C -0.447 -1.163 -0.256 -0.570
C 0.894 -0.724 -0.103 0.915
C 0.876 0.604 0.038 -0.160
H -2.934 -0.943 -0.475 0.401
H -1.049 -2.101 0.047 0.191
H 2.989 -1.247 0.831 0.378
H 1.242 2.424 -0.089 0.338
H -0.864 2.091 0.362 0.352
N -0.439 1.135 -0.262 -0.358
O -2.640 -0.053 0.177 -0.539
O 1.960 -1.588 -0.067 -0.703
O 1.687 1.625 -0.075 -0.509

*x*
13
Properties=species:S:1:pos:R:3:mulliken_charge:R:1 method="wB97M-V/def2-TZVPD" orbital_gap_ha=0.244 lumo_energy_ev=-1.48
C 1.065 -0.495 0.170 0.521
C 0.316 -1.600 -0.055 -0.592
C -1.034 0.089 -0.094 0.404
C 0.087 0.660 0.117 0.176
H 2.963 -1.122 -0.043 0.286
H 2.689 0.756 0.519 0.260
H 0.292 -2.770 -0.513 0.260
H -2.927 -0.175 1.303 0.307
H 0.724 1.843 -1.087 0.417
N 2.384 -0.068 0.024 -0.550
O -1.056 -1.268 -0.064 -0.283
O -2.284 0.558 -0.056 -0.638
O 0.463 1.962 -0.029 -0.569

Name the most stable of them. *w*.

*w*
13
Properties=species:S:1:pos:R:3:mulliken_charge:R:1 method="wB97M-V/def2-TZVPD" orbital_gap_ha=0.373 smiles="O=C[C@@H]1CC(=O)NO1" lumo_energy_ev=0.14
C -1.857 0.095 0.156 -0.403
C -0.541 0.153 -0.391 0.425
C 0.170 -0.814 0.357 -0.616
C 1.593 -0.270 0.039 0.408
H -2.005 0.335 1.186 0.457
H -0.938 0.054 -1.413 0.232
H 0.007 -0.739 1.476 0.300
H -0.061 -1.827 0.137 0.390
H 2.061 1.656 -0.733 0.364
N 1.500 1.040 0.153 -0.176
O -2.770 -0.308 -0.444 -0.418
O 2.727 -0.751 -0.441 -0.631
O 0.114 1.375 -0.082 -0.333

*x*
13
Properties=species:S:1:pos:R:3:mulliken_charge:R:1 method="wB97M-V/def2-TZVPD" orbital_gap_ha=0.300 smiles=Nc1oc(O)cc1O lumo_energy_ev=0.39
C 0.354 -0.688 -0.205 -0.176
C -0.444 1.412 -0.523 0.375
C -0.098 1.340 0.885 -0.786
C 0.633 0.017 0.879 0.898
H 0.570 -2.380 -1.253 0.288
H -1.040 -2.343 -0.802 0.287
H -1.559 1.829 -1.916 0.428
H 0.060 2.024 1.664 0.429
H 1.253 -1.370 2.232 0.359
N -0.011 -2.048 -0.462 -0.627
O -0.196 0.181 -1.229 -0.405
O -0.869 2.380 -1.219 -0.485
O 1.349 -0.352 1.948 -0.584

*y*
13
Properties=species:S:1:pos:R:3:mulliken_charge:R:1 method="wB97M-V/def2-TZVPD" orbital_gap_ha=0.358 smiles="O=C1C=NOCCO1" lumo_energy_ev=-0.66
C 1.325 -0.619 -0.589 0.578
C -0.524 -0.886 0.868 -0.392
C -0.686 0.751 0.882 -0.327
C 0.477 0.387 -1.315 -0.182
H -1.213 -1.262 0.165 0.350
H -0.714 -1.284 2.038 0.279
H -1.219 1.192 1.764 0.269
H 0.432 1.347 0.517 0.323
H 0.979 0.365 -2.149 0.525
N -0.654 1.138 -1.327 -0.341
O 2.407 -0.966 -1.156 -0.576
O 0.883 -1.157 0.532 -0.307
O -1.493 0.994 -0.230 -0.199

*z*
13
Properties=species:S:1:pos:R:3:mulliken_charge:R:1 method="wB97M-V/def2-TZVPD" orbital_gap_ha=0.310 smiles="C=C=C(N)OC(=O)O" lumo_energy_ev=0.15
C 1.878 -0.341 -0.347 0.715
C -0.405 -0.612 -0.206 0.918
C -0.203 0.710 0.105 -0.453
N -1.510 -1.367 -0.017 -0.386
C -0.818 1.874 0.089 -0.941
O 2.266 -0.288 0.931 -0.417
O 2.569 -0.129 -1.284 -0.447
O 0.699 -1.276 -0.549 -0.384
H 1.485 -0.173 1.496 0.419
H -1.487 -2.324 -0.334 0.258
H -2.399 -0.901 0.049 0.239
H -1.587 2.125 -0.640 0.261
H -0.487 2.702 0.706 0.220

Name the most stable of them. *z*.